1.
# C20H26N6SbSe4Ti

A molecular structure, C20H26N6SbSe4Ti at a distorted geometry (ωB97M-V with the def2-TZVPD basis set, OMol25).

Geometry (Å):
H -3.9307 -2.9657 -0.6030
H -2.4299 4.4442 1.5337
C 4.0753 1.2209 0.3031
C -3.0138 -2.9126 -0.0441
H 3.3489 -1.7596 2.2123
H 5.4881 2.5108 -0.5562
C 0.8325 3.9898 0.5977
H -2.4405 1.9691 0.8983
H 2.1229 -2.3909 -2.4222
C 0.2941 -1.7899 -1.4708
H 1.6212 -1.5804 2.3259
H 1.7728 -2.9155 -0.7852
N 3.9240 0.1402 1.0937
C 2.6565 -0.2493 1.2955
H 0.6444 -4.2082 -0.2027
H -3.8580 0.6230 -1.4951
H 1.8623 4.4027 0.5923
H 1.3728 -0.6904 -3.9076
C -0.3652 -3.8395 -0.0059
Se -1.4718 -0.6836 2.4679
N 2.4950 -1.3570 1.9517
H -1.0531 1.7862 -2.8043
C -0.3373 4.6733 0.8892
C -0.7092 -2.5290 -0.8150
Se 0.1495 -2.4502 5.1727
C -2.3581 -0.7815 -1.1954
C -1.9795 -2.0478 -0.6699
C -1.5830 4.0307 1.0402
C -3.7290 -0.2700 -0.9964
Se -0.7005 0.8854 7.8237
N 5.2919 1.6153 -0.1125
H 6.0180 0.9648 0.0718
H -0.9703 -4.7558 -0.2858
N 1.5287 0.4567 0.8812
H -2.7765 -3.9663 -0.0572
H -0.2571 5.6967 1.1243
H -3.1485 -2.6129 0.9822
Sb -0.4552 -0.3163 5.8509
Ti -0.4414 -0.3416 0.2692
C -1.8852 1.0462 -2.9438
N 3.0372 2.0742 -0.0390
H 0.3455 0.6870 -3.9630
C 1.7097 -2.0856 -1.4260
C -1.4825 -0.1318 -2.0869
N -0.4854 1.9692 0.4577
C -0.1169 -0.5676 -2.1995
H -1.8221 0.8287 -3.9999
H -0.4994 -3.7307 1.0398
H 2.2300 -1.1958 -1.0063
H 1.6658 0.5804 -2.7825
C 0.8495 0.0392 -3.2626
C 0.6882 2.5915 0.3425
C 1.8242 1.6857 0.3348
H -4.0395 -0.1236 0.0328
Se -0.6055 1.1734 3.8271
C -1.6340 2.6611 0.7521
H -2.8170 1.4599 -2.5638
H -4.4531 -0.9572 -1.4616

Values from the calculation:
Total charge: +1
Gap between HOMO and LUMO (alpha / beta): 6.06 / 6.06 eV
Lowest unoccupied orbital energy (alpha / beta): -3.64 / -3.64 eV
E_tot: -321137.6699 eV


2.
# C20H26NO6P

A single C20H26NO6P molecule at a distorted geometry (ωB97M-V with the def2-TZVPD basis set, OMol25).

Geometry (Å):
H -1.8979 -0.1397 2.7962
C 2.5983 -1.4148 -0.0308
C 6.2019 -0.4102 -0.5970
C -0.3792 -1.1210 -0.6295
H 0.4586 -0.0559 -2.2292
H 6.8170 -0.0417 -1.4052
C 4.0559 -1.1294 0.2207
H 1.0594 0.8907 0.5021
C -3.1286 -0.7112 0.1031
H -2.9704 3.2249 -1.1574
C -3.6563 3.1428 -0.3119
C 1.0004 3.7125 0.2960
H 2.0643 -1.5069 0.9269
H -0.0066 3.5525 -0.1055
H 2.4752 1.9388 -2.0010
C 0.7974 -0.8311 -1.5378
H -5.8892 -2.2617 1.2856
C -4.3150 -0.9025 0.7950
H 1.1630 4.7760 0.4690
H -1.3398 1.4625 3.3440
H 4.4126 -0.4850 -1.7778
H -3.3285 3.8189 0.4815
C -4.4507 -3.1521 -0.0266
C 1.7337 2.0425 -1.2048
O -1.5160 1.2778 1.3470
H 2.5197 -2.3767 -0.5509
C -1.9824 0.9367 2.6379
H 6.3961 -1.2744 2.6601
O -1.4227 -1.5992 -1.3403
H 1.0838 3.1758 1.2472
C 6.7604 -0.6325 0.6511
H 2.8256 1.0460 0.3398
P -2.3380 0.9236 0.0191
H -3.0192 1.2505 2.7772
C 4.6213 -1.3454 1.4694
N 2.0117 -0.3972 -0.8926
C -3.2656 -2.9773 -0.7182
H -4.7277 -0.0840 1.3627
H -2.8408 -3.7690 -1.3153
H 1.0017 -1.7316 -2.1265
O -1.5481 1.2711 -1.1596
H -4.9663 -4.0987 -0.0820
H 7.8097 -0.4386 0.8191
O 1.9829 3.3037 -0.6245
C -2.6081 -1.7578 -0.6497
C 5.9673 -1.1018 1.6834
H 4.0037 -1.7059 2.2804
H -4.6660 3.4061 -0.6270
C 1.8944 0.8856 -0.2099
C -4.9691 -2.1203 0.7393
O -3.6993 1.8089 0.1565
C 4.8595 -0.6609 -0.8116
O -0.4191 -1.0031 0.5675
H 0.7245 2.0334 -1.6360

Values from the calculation:
Total charge: 0
SMILES string: COCCN(CC(=O)Oc1ccccc1P(=O)(OC)OC)Cc1ccccc1
Energy above the lowest of the compared OMol25 structures with the same formula, charge and spin: 0.0 kJ/mol
Gap between HOMO and LUMO: 9.07 eV
Lowest unoccupied orbital energy: 0.63 eV
E_tot: -44227.3071 eV


3.
# C20H26OPtS5

A molecular structure, C20H26OPtS5 at a distorted geometry (ωB97M-V with the def2-TZVPD basis set, OMol25).

Geometry (Å):
H 1.1587 1.0286 -3.5400
H -0.0505 -3.5523 -2.1856
H -0.0858 -2.0604 -1.2358
H -1.6642 -0.5819 3.3419
H 1.5167 1.0867 0.9398
H -2.6337 1.2561 -3.7729
H -1.7794 1.1541 5.1148
Pt 2.8128 -1.1401 -0.7114
H 2.9548 -3.6193 2.0904
C 0.5352 -2.6888 -1.8651
C -1.2201 3.1538 2.4276
C -1.6001 1.4391 4.0869
H -1.0976 4.1990 2.1755
H 4.0180 0.5136 2.5853
C -1.9630 0.5815 -1.8481
C -2.3593 0.0256 -0.6433
C -1.4258 2.7742 3.7532
H 0.7587 -3.9907 1.1979
C -1.1805 2.1973 1.4289
H -4.9898 0.6591 -3.3601
H 0.1629 -1.3437 -3.4911
H -0.9203 0.8191 -2.0194
H 1.2567 -2.6638 -3.8992
S 3.4032 1.1354 -0.5241
C 1.2511 -3.0671 0.8864
C -3.6824 -0.3232 -0.3987
C 2.3218 -2.7498 1.9081
S -1.1537 -0.4243 0.5801
C -4.6308 -0.0738 -1.3778
H 2.3514 0.0450 2.9136
C -1.5374 0.4659 3.0951
H -1.4599 3.5294 4.5272
C 2.0891 0.8745 -2.9920
C -4.2499 0.4910 -2.5892
C -2.9220 0.8214 -2.8247
H 1.0992 1.3305 -1.1138
H -1.0556 2.4852 0.3909
H 2.8979 1.2840 -3.5987
C 2.0117 1.5726 -1.6506
S 2.5001 -0.9180 -3.0025
H -3.9671 -0.7827 0.5412
C 2.5800 1.2041 1.1254
H 2.7651 2.1952 1.5439
C 3.0904 0.1777 2.1229
S 3.5682 -1.4743 1.4628
O 0.2107 -0.1799 -0.0720
H 0.5052 -2.2795 0.8174
H 1.8511 -2.4741 2.8522
S 1.9124 -3.3210 -0.8154
C -1.3308 0.8600 1.7803
H -5.6642 -0.3433 -1.2061
C 0.9846 -1.9553 -3.1172
H 2.0563 2.6481 -1.8351

Values from the calculation:
Total charge: +2
Energy above the lowest of the compared OMol25 structures with the same formula, charge and spin: 0.0 kJ/mol
Gap between HOMO and LUMO: 7.65 eV
Lowest unoccupied orbital energy: -6.93 eV
E_tot: -80618.3269 eV


4.
# C20H27BN8PdS

A molecular structure, C20H27BN8PdS at a distorted geometry (ωB97M-V with the def2-TZVPD basis set, OMol25).

Geometry (Å):
C -2.7961 2.7282 -0.4855
B -1.6811 -0.3499 -2.2706
C 1.8840 0.0454 -2.5162
C 3.3574 1.0774 5.5863
H -3.5051 1.9308 -3.6026
H 5.7188 -0.8343 4.1499
H -2.5320 -4.4505 -0.0527
C 0.2895 -0.1621 -4.0344
N -0.9269 -1.6234 -0.2685
N -1.7089 -1.5808 -1.3373
H -1.0351 -3.0917 2.4912
C 4.4664 0.2269 5.5560
C 2.8731 1.6924 6.8775
H 2.0248 1.1259 7.2613
H 0.0402 2.8273 1.2660
H 2.5376 2.7082 6.6828
N 2.6919 1.4053 4.5079
H 3.8149 -0.5930 -1.8100
C 1.6589 0.0001 -3.9040
C -2.4535 -2.7065 -1.3980
C -2.9515 1.8362 -1.5329
C -3.4390 -3.0038 -2.4794
N -1.2549 1.1430 -0.3298
H 3.5916 1.1672 -1.8736
N 4.1811 0.0916 3.1961
H -4.2284 -2.2529 -2.5132
N -1.9951 0.8873 -1.4034
C 3.0965 0.2170 -1.6719
C 4.8319 -0.2125 4.2849
H -2.9557 -3.0186 -3.4563
N -0.2372 -0.2064 -2.7890
C -3.9748 1.8631 -2.6205
C 3.0850 0.8913 3.3105
H 0.1485 -0.2421 -6.1527
C -2.1195 -3.4907 -0.3073
H -1.0420 -1.2456 -5.3105
H -1.2541 0.5044 -5.3642
H -3.3898 3.6050 -0.2912
C -1.0268 2.7313 1.4751
H -1.1148 1.9810 2.2634
C -0.5128 -0.2921 -5.2878
Pd 0.7327 -0.0136 0.5426
H 0.2390 -3.9011 1.5569
H -1.4328 3.6810 1.8226
H -3.8920 -3.9774 -2.3014
H 2.3739 0.0788 -4.7054
C -1.1414 -2.7494 0.3775
H 5.0239 -0.0525 6.4410
N 0.7326 -0.0838 -1.8958
H -4.6251 2.7276 -2.4825
S 2.2930 1.4218 1.9348
H 3.6619 1.7022 7.6305
C -0.3730 -2.9992 1.6275
H 2.7232 0.2189 -0.6260
H -2.4645 -0.4681 -3.1641
C -1.7023 2.2383 0.2459
H 0.2817 -2.1141 1.7558
H -4.5878 0.9609 -2.6053

Values from the calculation:
Total charge: -2
Gap between HOMO and LUMO: 3.73 eV
Lowest unoccupied orbital energy: 4.57 eV
E_tot: -48092.3238 eV


5.
# C20H27CaN2O3PS

A molecular structure, C20H27CaN2O3PS at a distorted geometry (ωB97M-V with the def2-TZVPD basis set, OMol25).

Geometry (Å):
C 2.3751 2.0315 -0.2213
S 0.0989 -1.5792 3.0367
C 3.4844 2.6324 -0.8494
H -2.4578 3.2917 0.1037
H -1.8196 -2.3164 -2.4602
C -0.5844 0.8070 3.5305
C 1.9126 -1.1019 -2.3193
H 0.4520 2.6366 -1.8680
H 0.0867 -0.5046 -4.6844
O -0.7595 -2.4258 2.0850
H -0.2863 3.1854 1.7059
H 4.1310 0.2787 -3.2411
H -1.3389 -2.4521 7.7111
H 2.2570 -1.3514 -3.3389
H -1.0048 3.6726 -1.6292
C 1.6736 2.7251 0.9273
C 2.5375 0.1663 -1.7654
H 2.1096 -1.9705 -1.6619
H 0.5062 -1.4614 0.2405
C 4.1312 1.9978 -1.9185
Ca 0.0000 0.0000 0.0000
C -0.2319 0.1098 -3.8238
H 4.9965 2.4684 -2.3979
H 3.8439 3.6078 -0.4970
H 2.2090 3.6526 1.1985
C -0.7749 0.0456 4.7960
H 1.7219 2.0613 1.8034
H -1.3028 0.3510 -3.9288
C -0.6439 -2.2126 5.6861
O -0.9071 1.9737 3.4535
C -1.1714 -1.7545 6.9004
C 3.6488 0.7667 -2.3850
C -0.4606 -1.2892 4.6606
H 0.1242 4.1226 0.2565
C -1.4980 -0.3935 7.0596
P 0.0757 -0.7994 -2.2403
H -2.6922 1.5157 -0.1385
H 0.3506 1.0450 -3.8151
H -0.3901 -3.1342 -1.7697
C 0.1923 3.1169 0.7163
H -0.4055 -3.2594 5.5414
H -1.9187 -0.0511 7.9959
H -1.5781 1.5547 6.1199
O 1.5846 -1.8034 2.7220
H -0.4741 -2.8246 -3.5467
C -0.7260 -2.4293 -2.5471
C -1.3007 0.5162 6.0036
H -1.5014 -0.5710 0.3690
N -0.1755 0.0588 2.4567
H -1.1895 1.9593 -2.1509
N -0.6592 2.1977 -0.1207
C 1.8908 0.7740 -0.6543
C -0.5951 2.6462 -1.5328
H -2.0879 2.1638 1.4369
C -2.0657 2.2935 0.3452

Values from the calculation:
Total charge: 0
Energy above the lowest of the compared OMol25 structures with the same formula, charge and spin: 605.1 kJ/mol
Gap between HOMO and LUMO (alpha / beta): 6.29 / 6.32 eV
Lowest unoccupied orbital energy (alpha / beta): -1.74 / -1.86 eV
E_tot: -68853.5767 eV